(1)
Here is the molecule C3H8N2O at a distorted geometry from OMol25. Energies are from the ωB97M-V functional and the def2-TZVPD basis.

```
14
Properties=species:S:1:pos:R:3:nbo_charge:R:1
C 0.96 1.13 1.87 -0.43
N 0.04 1.01 0.76 -0.67
C 0.32 0.22 -0.32 0.78
O 1.44 -0.02 -0.74 -0.65
N -0.84 -0.32 -0.82 -0.63
C -0.76 -1.45 -1.71 -0.41
H 0.40 1.00 2.81 0.20
H 1.33 2.08 1.49 0.22
H 1.69 0.31 1.84 0.22
H -0.79 1.58 0.79 0.39
H -1.59 -0.32 -0.15 0.38
H -0.58 -2.40 -1.17 0.18
H -1.69 -1.53 -2.27 0.20
H 0.08 -1.29 -2.38 0.23
```

## Properties
- Strongest force on any atom: 0.053 Eh/bohr
- Lowest unoccupied orbital energy: 0.84 eV
- Frontier orbital gap: 9.89 eV
- SMILES string: CNC(=O)NC

***

(2)
Here is a cluster of 2 separate species, C4H9O in total at a distorted geometry from OMol25. Energies are from the ωB97M-V functional and the def2-TZVPD basis.

```
14
Properties=species:S:1:pos:R:3:nbo_charge:R:1
C -1.34 -2.14 1.15 -0.17
O -2.30 -3.01 0.82 -0.97
H -1.49 -1.07 0.87 0.05
H -0.30 -2.39 0.71 0.04
H -1.11 -2.12 2.27 0.06
C 0.32 0.96 -1.68 -0.66
C 0.36 1.32 -0.23 -0.18
C 1.50 1.58 0.42 -0.41
H -0.75 0.92 -1.93 0.22
H 0.84 0.03 -1.86 0.23
H 0.67 1.78 -2.31 0.20
H -0.39 0.94 0.46 0.22
H 1.60 1.42 1.49 0.20
H 2.39 1.77 -0.19 0.17
```

## Properties
- Strongest force on any atom: 0.057 Eh/bohr
- Charge: -1
- Lowest unoccupied orbital energy: 3.66 eV
- Frontier orbital gap: 5.45 eV

***

(3)
Here is a structure of composition C23H49N2O2P3Pd at a distorted geometry from OMol25. Energies are from the ωB97M-V functional and the def2-TZVPD basis.

```
80
Properties=species:S:1:pos:R:3:mulliken_charge:R:1
Pd 0.12 0.08 0.03 -0.32
P 0.32 -2.01 -0.89 1.13
P 2.36 -0.06 1.02 1.39
P -2.12 0.43 -0.54 1.17
H 1.65 2.07 -0.60 0.28
C 0.58 2.12 -0.40 -1.39
C 0.11 2.24 0.91 0.50
H 0.82 2.33 1.73 0.02
C 0.97 -1.70 -2.57 -1.15
C 1.45 -3.27 -0.23 -1.22
C -1.16 -3.01 -1.20 -1.32
C 3.06 1.42 1.85 -1.18
C 3.06 -1.34 2.15 -1.31
C 3.49 -0.16 -0.42 -1.46
C -2.85 2.07 -0.23 -1.48
C -3.52 -0.66 -0.14 -1.21
C -2.07 0.40 -2.38 -1.66
H -0.10 2.27 -1.24 0.48
H -0.92 2.50 1.13 0.14
H 1.05 -2.67 -3.08 0.48
H 1.95 -1.21 -2.52 0.30
H 0.28 -1.05 -3.14 0.17
H 1.44 -4.12 -0.93 0.53
H 1.09 -3.62 0.75 0.37
H 2.49 -2.91 -0.13 0.42
H -0.85 -3.90 -1.77 0.51
H -1.93 -2.48 -1.77 0.40
H -1.58 -3.34 -0.24 0.41
H 4.15 1.30 2.04 0.50
H 2.58 1.57 2.82 -0.07
H 2.90 2.33 1.25 0.41
H 4.16 -1.43 2.02 0.50
H 2.60 -2.32 1.97 0.27
H 2.89 -1.06 3.20 0.31
H 4.53 0.01 -0.09 0.53
H 3.21 0.61 -1.15 0.30
H 3.43 -1.15 -0.91 0.35
H -3.80 2.15 -0.79 0.49
H -2.17 2.87 -0.55 0.42
H -3.05 2.18 0.84 0.43
H -4.39 -0.39 -0.76 0.45
H -3.79 -0.52 0.92 0.43
H -3.29 -1.72 -0.30 0.29
H -3.04 0.75 -2.76 0.56
H -1.86 -0.61 -2.77 0.41
H -1.27 1.08 -2.73 0.37
C -0.99 0.02 -7.07 0.85
C -0.31 0.40 -8.24 -0.53
C -0.14 1.76 -8.49 -0.52
C -0.64 2.72 -7.60 -0.42
C -1.33 2.32 -6.45 -0.34
C -1.51 0.96 -6.18 -0.18
O -1.17 -1.29 -6.71 -0.38
H -0.78 -1.86 -7.42 0.36
H 0.08 -0.36 -8.92 0.37
H 0.40 2.08 -9.39 0.43
H -0.50 3.78 -7.81 0.44
H -1.73 3.05 -5.75 0.43
H -2.04 0.61 -5.30 0.49
C 0.61 -2.32 4.32 -0.74
N -0.11 -1.13 4.70 0.24
C -1.17 -1.18 5.68 -0.41
C -0.99 0.03 6.59 -0.55
C -1.02 1.28 5.75 -0.60
N 0.00 1.20 4.72 0.51
C 1.09 2.13 4.82 -0.86
C 0.08 0.03 3.98 -0.58
O 0.31 0.01 2.72 -0.25
H 1.69 -2.12 4.40 0.29
H 0.42 -2.63 3.29 0.24
H 0.33 -3.11 5.02 0.42
H -2.17 -1.11 5.20 0.25
H -1.07 -2.14 6.20 0.43
H 0.02 -0.04 7.02 0.30
H -1.74 0.07 7.38 0.40
H -0.78 2.20 6.32 0.51
H -2.01 1.39 5.26 0.26
H 0.93 3.04 4.24 0.31
H 1.21 2.42 5.88 0.51
H 2.02 1.71 4.43 0.40
```

## Properties
- Strongest force on any atom: 0.079 Eh/bohr
- <S²>: 6.061
- Charge: +4
- 2S+1: 5
- Lowest unoccupied orbital energy (alpha / beta): -10.42 / -13.85 eV
- Frontier orbital gap (alpha / beta): 6.42 / 5.52 eV

***

(4)
Here is a structure of composition C10H10CdClNO3 at a distorted geometry from OMol25. Energies are from the ωB97M-V functional and the def2-TZVPD basis.

```
26
Properties=species:S:1:pos:R:3:nbo_charge:R:1
C 2.09 0.28 1.46 -0.51
C 2.03 1.41 0.59 -0.33
C 2.22 0.94 -0.74 -0.28
H 1.82 2.43 0.90 0.20
C 2.35 -0.49 -0.69 -0.34
C 2.26 -0.90 0.66 -0.38
H 2.33 -1.91 1.05 0.18
H 2.19 0.34 2.54 0.19
H 2.28 1.56 -1.63 0.19
H 2.54 -1.13 -1.54 0.18
Cd -0.29 -0.55 2.30 1.57
Cl -0.59 1.70 2.75 -0.80
C -2.33 0.15 -0.89 -0.39
C -1.61 -0.38 -2.00 -0.37
C -0.78 0.67 -2.52 -0.36
H -1.66 -1.40 -2.36 0.17
C -1.06 1.86 -1.77 -0.37
C -2.01 1.53 -0.75 -0.37
H -2.36 2.19 0.04 0.18
H -3.03 -0.40 -0.27 0.17
H -0.10 0.59 -3.37 0.17
H -0.61 2.85 -1.91 0.17
O -0.79 -2.52 3.11 -0.64
N -1.44 -2.87 2.04 0.69
O -2.18 -3.84 2.03 -0.42
O -1.26 -2.12 0.99 -0.51
```

## Properties
- Strongest force on any atom: 0.052 Eh/bohr
- Charge: -2
- Lowest unoccupied orbital energy: 5.38 eV
- Frontier orbital gap: 5.01 eV